Entry from the Open Molecules 2025 dataset: a molecular structure, C28H28BrGeN6OOsS (wB97M-V/def2-TZVPD).

```
! wB97M-V def2-TZVPD RIJCOSX def2/J DEFGRID3
* xyz 1 5
Os 1.322 -1.562 0.712
Br -6.436 3.322 -4.720
C -5.012 4.154 -3.797
C -4.946 4.233 -2.429
C -3.729 4.529 -1.872
C -2.642 4.825 -2.761
C -2.853 5.030 -4.124
C -4.040 4.669 -4.691
N -1.376 4.454 -2.443
N -1.196 3.956 -1.270
C -0.229 2.972 -1.236
C 0.427 2.505 -2.400
C 1.016 1.271 -2.310
C 0.838 0.444 -1.189
O 0.890 -0.860 -1.266
C 0.482 1.093 0.105
N 0.693 0.403 1.266
C 0.606 1.109 2.403
C 0.001 2.394 2.454
C -0.370 3.044 1.308
C -0.031 2.403 0.070
H -5.796 3.998 -1.839
H -3.501 4.462 -0.837
H -2.024 5.414 -4.741
H -4.200 4.593 -5.779
H 0.316 3.128 -3.302
H 1.448 0.845 -3.212
H 1.124 0.679 3.284
H -0.194 2.828 3.449
H -0.751 4.082 1.230
C 1.062 -2.792 5.729
N 0.015 -2.343 4.828
C -1.246 -1.963 5.245
C -2.031 -1.800 4.212
N -1.229 -1.986 3.017
C 0.059 -2.261 3.453
S 1.473 -2.630 2.660
C -1.630 -2.005 1.691
C -3.011 -1.862 1.384
C -3.512 -2.148 0.132
C -2.573 -2.546 -0.871
C -1.262 -2.652 -0.513
N -0.731 -2.234 0.712
H 0.650 -2.930 6.741
H 1.913 -2.081 5.689
H 1.456 -3.744 5.316
H -1.457 -1.811 6.289
H -3.088 -1.586 4.189
H -3.669 -1.525 2.192
H -4.545 -1.905 -0.109
H -2.890 -2.804 -1.888
H -0.518 -3.121 -1.163
C 3.683 -3.999 -1.388
Ge 4.193 -2.150 -1.056
C 3.929 -0.909 -2.521
C 6.093 -2.197 -0.737
C 3.087 -1.515 0.487
H 4.517 -4.749 -1.316
H 3.218 -4.083 -2.414
H 2.925 -4.284 -0.644
H 4.708 -1.207 -3.260
H 4.238 0.083 -2.109
H 2.893 -0.900 -2.903
H 6.506 -3.016 -1.357
H 6.367 -2.455 0.292
H 6.592 -1.243 -1.031
H 3.979 -1.066 0.960
*
```

Results
**HOMO energy (alpha / beta)**: -8.189 / -10.222 eV
**HOMO-LUMO gap (alpha / beta)**: 4.648 / 6.356 eV
**Relative energy (zero: lowest compared OMol25 entry of this formula, charge and spin)**: 0.0 kJ/mol
**LUMO energy (alpha / beta)**: -3.54 / -3.87 eV

Entry from the Open Molecules 2025 dataset: a molecular structure, C28H28CeF5N6S (wB97M-V/def2-TZVPD).

```
! wB97M-V def2-TZVPD RIJCOSX def2/J DEFGRID3
* xyz 2 2
Ce 0.492 -0.081 -0.060
C 0.348 1.280 3.370
C -0.684 0.161 3.270
N -0.231 -0.955 2.411
C 0.671 -1.929 3.058
C 2.098 -1.446 3.300
S 2.865 -0.629 1.848
C 3.262 1.038 2.479
C 2.265 2.138 2.102
N 0.870 1.655 2.039
H 1.182 0.962 3.988
H -0.105 2.135 3.875
H -1.597 0.559 2.824
H -0.932 -0.187 4.278
H -1.071 -1.482 2.187
H 0.714 -2.798 2.397
H 0.263 -2.266 4.017
H 2.717 -2.314 3.521
H 2.174 -0.774 4.149
H 4.238 1.280 2.064
H 3.385 0.940 3.556
H 2.515 2.539 1.122
H 2.367 2.952 2.827
H 0.318 2.436 1.698
C -2.378 -3.914 -0.941
C -1.351 -3.025 -0.623
N -1.539 -1.731 -0.406
C -2.802 -1.240 -0.495
C -3.898 -2.060 -0.826
C -3.655 -3.427 -1.048
C -5.210 -1.502 -0.924
C -5.417 -0.189 -0.694
C -4.329 0.674 -0.350
C -4.523 2.048 -0.124
C -3.446 2.835 0.190
C -2.190 2.237 0.284
N -1.962 0.948 0.088
C -3.022 0.163 -0.242
H -2.159 -4.961 -1.098
H -0.327 -3.378 -0.551
H -4.482 -4.079 -1.301
H -6.030 -2.157 -1.189
H -6.408 0.241 -0.766
H -5.519 2.466 -0.208
H -3.547 3.898 0.354
H -1.332 2.857 0.513
C 0.181 -1.603 -3.645
C 1.417 -1.970 -2.898
N 1.646 -1.750 -1.608
C 2.907 -2.266 -1.342
C 3.423 -2.802 -2.473
N 2.468 -2.605 -3.442
H -0.324 -0.769 -3.158
H -0.508 -2.448 -3.692
H 0.418 -1.310 -4.666
H 3.351 -2.204 -0.364
H 4.363 -3.287 -2.671
H 2.552 -2.878 -4.408
F -0.495 2.698 -2.009
C 0.864 2.798 -1.945
C 1.529 1.753 -1.332
C 2.904 1.898 -1.306
F 3.600 0.896 -0.682
C 3.595 2.981 -1.811
F 4.918 3.062 -1.733
C 2.862 4.006 -2.398
F 3.479 5.062 -2.889
C 1.476 3.920 -2.468
F 0.776 4.901 -3.024
*
```

Results
**HOMO energy (alpha / beta)**: -13.777 / -13.777 eV
**HOMO-LUMO gap (alpha / beta)**: 7.734 / 7.741 eV
**Relative energy (zero: lowest compared OMol25 entry of this formula, charge and spin)**: 22.1 kJ/mol
**LUMO energy (alpha / beta)**: -6.04 / -6.04 eV

Entry from the Open Molecules 2025 dataset: a molecular structure, C28H28ClCsP (wB97M-V/def2-TZVPD).

```
! wB97M-V def2-TZVPD RIJCOSX def2/J DEFGRID3
* xyz 1 1
Cs 0.521 0.049 0.238
C -0.645 4.385 2.305
C -0.074 3.323 3.240
C 0.311 3.954 4.587
C 1.120 2.580 2.673
C 1.885 3.052 1.612
C 3.009 2.356 1.175
C 3.391 1.155 1.768
C 4.565 0.364 1.249
C 2.629 0.683 2.838
C 1.514 1.385 3.278
H -1.538 4.826 2.746
H -0.915 3.968 1.332
H 0.068 5.196 2.146
H -0.855 2.579 3.431
H 1.100 4.694 4.439
H 0.681 3.201 5.283
H -0.547 4.454 5.037
H 1.623 3.983 1.128
H 3.601 2.757 0.359
H 5.053 -0.189 2.051
H 5.304 1.015 0.784
H 4.250 -0.364 0.496
H 2.902 -0.252 3.315
H 0.938 1.001 4.114
Cl -2.647 -0.601 0.328
C -3.372 -2.169 0.067
C -4.759 -2.213 0.108
C -5.404 -3.421 -0.081
C -4.662 -4.572 -0.308
C -3.282 -4.508 -0.345
C -2.599 -3.302 -0.157
P -0.768 -3.233 -0.198
C -0.298 -4.060 1.359
C 1.062 -4.347 1.529
C 1.519 -4.906 2.709
C 0.630 -5.163 3.748
C -0.713 -4.864 3.594
C -1.179 -4.315 2.403
C -0.376 -4.458 -1.489
C -0.214 -5.819 -1.217
C 0.062 -6.708 -2.244
C 0.173 -6.248 -3.550
C 0.015 -4.900 -3.828
C -0.250 -4.006 -2.800
H -5.321 -1.307 0.285
H -6.484 -3.462 -0.053
H -5.162 -5.520 -0.459
H -2.710 -5.408 -0.532
H 1.757 -4.153 0.719
H 2.569 -5.146 2.824
H 0.987 -5.599 4.671
H -1.409 -5.063 4.398
H -2.234 -4.097 2.292
H -0.295 -6.177 -0.198
H 0.189 -7.761 -2.027
H 0.389 -6.943 -4.351
H 0.103 -4.541 -4.845
H -0.368 -2.950 -3.017
*
```

Results
**HOMO energy**: -10.982 eV
**HOMO-LUMO gap**: 8.410 eV
**Relative energy (zero: lowest compared OMol25 entry of this formula, charge and spin)**: 30.4 kJ/mol
**LUMO energy**: -2.57 eV

Entry from the Open Molecules 2025 dataset: a molecular structure, C28H28FeNOS (wB97M-V/def2-TZVPD).

```
! wB97M-V def2-TZVPD RIJCOSX def2/J DEFGRID3
* xyz -1 5
C 3.784 -2.601 -0.522
O 2.946 -1.543 -0.995
C 2.203 -0.685 -0.130
C 3.128 -0.098 0.937
C 3.470 -0.923 2.003
C 4.279 -0.445 3.040
C 4.832 0.832 2.953
C 4.560 1.634 1.837
C 3.704 1.170 0.826
C 1.109 -1.584 0.450
N 0.456 -1.457 1.634
C 0.603 -0.373 2.626
C -0.486 -2.489 1.857
C -0.571 -3.339 0.762
C -1.455 -4.418 0.775
C -2.264 -4.617 1.900
C -2.184 -3.745 2.996
C -1.286 -2.672 2.988
S 0.541 -2.897 -0.516
H 4.210 -3.011 -1.448
H 4.600 -2.226 0.115
H 3.197 -3.383 -0.008
H 3.079 -1.944 2.034
H 4.478 -1.093 3.895
H 5.481 1.198 3.751
H 5.017 2.622 1.733
H 3.493 1.795 -0.048
H -0.369 -0.227 3.111
H 1.328 -0.639 3.406
H 0.904 0.565 2.149
H -1.480 -5.078 -0.088
H -2.955 -5.460 1.926
H -2.819 -3.909 3.865
H -1.191 -1.992 3.834
C 0.520 1.221 -0.398
C 1.476 0.268 -1.091
C 2.379 0.991 -2.084
C 3.486 0.441 -2.862
C 4.152 1.528 -3.553
C 3.467 2.757 -3.224
C 2.374 2.439 -2.324
Fe 2.226 1.428 -4.015
C 0.330 1.665 -4.504
C 0.749 0.282 -4.682
C 1.883 0.267 -5.592
C 2.169 1.640 -5.973
C 1.210 2.507 -5.304
H -0.128 0.683 0.295
H 1.074 1.983 0.165
H -0.134 1.704 -1.136
H 0.850 -0.418 -1.699
H 3.793 -0.598 -2.843
H 5.049 1.433 -4.158
H 3.755 3.760 -3.532
H 1.725 3.161 -1.824
H -0.543 2.000 -3.951
H 0.238 -0.594 -4.290
H 2.375 -0.622 -5.983
H 2.919 1.955 -6.693
H 1.118 3.583 -5.436
*
```

Results
**HOMO energy (alpha / beta)**: -0.830 / -2.734 eV
**HOMO-LUMO gap (alpha / beta)**: 3.316 / 5.203 eV
**Relative energy (zero: lowest compared OMol25 entry of this formula, charge and spin)**: 0.0 kJ/mol
**LUMO energy (alpha / beta)**: 2.49 / 2.47 eV

Entry from the Open Molecules 2025 dataset: a molecular structure, C28H28MoN9O2Se2 (wB97M-V/def2-TZVPD).

```
! wB97M-V def2-TZVPD RIJCOSX def2/J DEFGRID3
* xyz 1 1
Mo 0.062 0.455 -0.094
O 0.183 0.560 4.006
C 0.320 0.760 2.832
O -0.401 0.243 1.861
C 1.419 1.661 2.302
C 2.319 2.270 3.184
C 3.336 3.009 2.664
C 3.450 3.152 1.265
C 4.484 3.921 0.670
C 4.547 4.070 -0.682
C 3.564 3.464 -1.501
C 2.563 2.714 -0.959
C 2.490 2.537 0.441
N 1.486 1.774 0.993
H 2.168 2.120 4.245
H 4.060 3.494 3.309
H 5.213 4.396 1.315
H 5.328 4.670 -1.129
H 3.591 3.624 -2.572
H 1.777 2.309 -1.582
C 4.747 -0.479 0.452
N 4.316 -0.418 -0.943
C 5.338 -0.008 -1.908
C 2.988 -0.285 -1.174
N 2.086 -0.364 -0.256
N 2.614 -0.106 -2.494
C 1.323 -0.084 -2.963
N 1.204 -0.412 -4.266
N 0.327 0.283 -2.223
H 5.824 -0.610 0.471
H 4.303 -1.334 0.962
H 4.499 0.441 0.991
H 6.271 -0.494 -1.639
H 5.482 1.075 -1.907
H 5.117 -0.332 -2.922
H 2.472 -0.576 0.653
H 3.331 -0.207 -3.188
H 1.905 -0.999 -4.688
H 0.275 -0.538 -4.635
H -0.544 0.142 -2.720
Se -2.990 -0.444 1.170
N -2.129 0.177 -0.302
C -3.072 0.555 -1.169
C -2.868 1.176 -2.443
C -3.944 1.451 -3.217
C -5.287 1.159 -2.804
C -5.534 0.613 -1.595
C -4.427 0.299 -0.743
N -4.564 -0.228 0.460
H -1.890 1.506 -2.754
H -3.789 1.933 -4.174
H -6.107 1.405 -3.466
H -6.536 0.402 -1.247
Se -1.147 2.873 -0.243
C -0.083 4.157 0.534
N 0.588 4.954 1.032
C -0.112 -1.785 -0.081
C 0.172 -2.486 -1.374
C 1.417 -3.033 -1.686
C 1.660 -3.624 -2.924
C 0.661 -3.681 -3.885
C -0.591 -3.148 -3.589
C -0.826 -2.563 -2.353
H 0.569 -2.093 0.713
H -1.118 -2.049 0.231
H 2.201 -3.024 -0.937
H 2.629 -4.066 -3.125
H 0.842 -4.162 -4.838
H -1.392 -3.213 -4.315
H -1.809 -2.160 -2.130
*
```

Results
**HOMO energy (alpha / beta)**: -10.495 / -10.495 eV
**HOMO-LUMO gap (alpha / beta)**: 6.747 / 6.746 eV
**LUMO energy (alpha / beta)**: -3.75 / -3.75 eV

Entry from the Open Molecules 2025 dataset: 2 unconnected molecules or ions with the total composition C28H28N2O2S (wB97M-V/def2-TZVPD).

```
! wB97M-V def2-TZVPD RIJCOSX def2/J DEFGRID3
* xyz 0 1
C 3.397 -0.303 -5.148
C 1.986 0.189 -5.464
C 0.977 -0.111 -4.356
N 1.491 0.225 -3.024
C 0.718 0.830 -2.129
C 1.168 1.295 -0.880
C 0.315 1.729 0.116
C 0.766 2.298 1.351
C -0.169 2.678 2.349
C 0.247 3.127 3.592
C 1.616 3.228 3.884
C 2.560 2.911 2.895
C 2.146 2.486 1.635
C 2.799 -0.346 -2.695
C 3.849 0.040 -3.732
H 3.421 -1.393 -5.269
H 4.101 0.119 -5.871
H 1.995 1.272 -5.641
H 1.634 -0.279 -6.388
H 0.055 0.459 -4.516
H 0.727 -1.185 -4.377
H -0.330 0.999 -2.403
H 2.246 1.320 -0.693
H -0.765 1.640 -0.033
H -1.231 2.579 2.116
H -0.501 3.397 4.339
H 1.946 3.565 4.868
H 3.627 3.002 3.101
H 2.884 2.286 0.858
H 3.127 -0.025 -1.704
H 2.707 -1.446 -2.685
H 4.785 -0.479 -3.506
H 4.054 1.116 -3.649
C 1.897 -3.014 3.758
C 1.301 -1.861 4.288
C 0.183 -1.299 3.677
C -0.377 -1.877 2.508
C -1.516 -1.254 1.905
C -2.096 -0.136 2.498
N -2.609 0.797 3.004
S -2.279 -1.996 0.468
C -3.753 -0.993 0.243
C -4.970 -1.395 0.800
C -6.118 -0.636 0.565
C -6.067 0.501 -0.245
C -4.850 0.878 -0.816
C -3.696 0.125 -0.590
O -1.436 -1.754 -0.684
O -2.716 -3.335 0.779
C 0.220 -3.059 1.996
C 1.344 -3.604 2.608
H 2.776 -3.446 4.237
H 1.696 -1.390 5.187
H -0.289 -0.402 4.089
H -5.010 -2.300 1.406
H -7.061 -0.942 1.015
H -6.967 1.087 -0.433
H -4.790 1.759 -1.453
H -2.754 0.391 -1.068
H -0.208 -3.565 1.127
H 1.797 -4.505 2.192
*
```

Results
**HOMO energy**: -5.755 eV
**HOMO-LUMO gap**: 3.846 eV
**LUMO energy**: -1.91 eV

Entry from the Open Molecules 2025 dataset: a single C28H28N2O9S molecule (wB97M-V/def2-TZVPD).

```
! wB97M-V def2-TZVPD RIJCOSX def2/J DEFGRID3
* xyz 0 1
C 0.869 -2.710 -5.419
C 1.273 -1.582 -4.480
H 2.316 -1.300 -4.659
H 0.625 -0.711 -4.605
O 1.124 -1.956 -3.114
C 2.146 -2.637 -2.556
O 3.145 -2.940 -3.168
C 1.875 -2.947 -1.152
C 2.692 -3.750 -0.421
N 2.416 -4.075 0.892
C 1.391 -3.551 1.442
N 0.500 -2.707 0.847
C -0.501 -2.185 1.635
O -1.433 -1.551 1.203
C -0.286 -2.602 3.036
C -0.938 -2.081 4.089
C -1.670 -0.827 3.962
C -1.014 0.261 3.388
C -1.647 1.473 3.223
C -2.983 1.615 3.590
C -3.633 0.543 4.203
C -2.980 -0.654 4.404
H -3.502 -1.480 4.864
H -4.662 0.671 4.502
O -3.718 2.744 3.407
C -3.119 3.826 2.736
C -2.595 3.451 1.345
O -3.102 2.635 0.629
O -1.509 4.155 1.050
H -1.077 3.867 0.209
H -3.913 4.569 2.619
H -2.302 4.266 3.322
H -1.088 2.290 2.797
H 0.016 0.160 3.079
H -0.862 -2.544 5.063
S 0.964 -3.847 3.110
C 0.615 -2.345 -0.566
C 0.596 -0.832 -0.660
C -0.480 -0.186 -1.250
C -0.523 1.196 -1.275
C 0.523 1.951 -0.709
C 1.594 1.300 -0.096
C 1.612 -0.099 -0.086
H 2.452 -0.583 0.391
O 2.651 1.867 0.539
C 2.749 3.266 0.696
H 1.862 3.683 1.178
H 3.619 3.418 1.335
H 2.915 3.772 -0.258
O 0.416 3.344 -0.737
C 0.582 3.927 -2.019
H 0.539 5.004 -1.864
H -0.212 3.618 -2.702
H 1.552 3.656 -2.448
O -1.529 1.925 -1.825
C -2.726 1.259 -2.161
H -3.119 0.714 -1.301
H -3.426 2.045 -2.438
H -2.582 0.582 -3.008
H -1.282 -0.770 -1.666
H -0.270 -2.735 -1.092
C 3.948 -4.369 -0.927
H 4.675 -3.595 -1.169
H 4.349 -5.028 -0.163
H 3.761 -4.920 -1.846
H 0.932 -2.369 -6.449
H 1.538 -3.557 -5.286
H -0.150 -3.028 -5.210
*
```

Results
**HOMO energy**: -8.050 eV
**HOMO-LUMO gap**: 7.670 eV
**Relative energy (zero: lowest compared OMol25 entry of this formula, charge and spin)**: 10.7 kJ/mol
**LUMO energy**: -0.38 eV
**Structure (SMILES)**: CCOC(=O)C1=C(C)N=c2s/c(=C/c3ccc(OCC(=O)O)cc3)c(=O)n2[C@H]1c1cc(OC)c(OC)c(OC)c1

So what do the calculations give for DFT total energy? Going down the list: -6626.91155, -2784.58472, -1905.30556, -2875.44832, -6598.00539, -1741.83641, -2268.63255 a.u..